Density functional theory data (ωB97M-V/def2-TZVPD) for a 13-piece molecular cluster, C39H65NO36S5 overall.

Geometry as XYZ:
```
146
Properties=species:S:1:pos:R:3:mulliken_charge:R:1
C -3.72 1.79 4.00 -0.964
N -2.90 2.47 2.95 0.972
O -1.77 2.06 2.80 -0.209
O -3.33 3.51 2.51 -0.603
H -4.26 2.53 4.59 0.388
H -3.19 0.98 4.48 0.237
H -4.50 1.33 3.37 0.269
O 4.23 2.04 5.18 -0.636
C 3.09 2.00 4.84 0.396
O 2.68 2.19 3.56 -0.259
C 1.25 2.35 3.51 1.102
C 0.68 1.90 4.86 0.438
C 1.92 1.63 5.71 -0.397
H 0.79 1.89 2.64 -0.608
H 1.09 3.42 3.35 -0.196
H 0.05 1.02 4.73 -0.640
H 0.06 2.67 5.31 0.456
H 1.96 0.56 5.92 0.092
H 1.86 2.13 6.67 0.363
O 6.03 -4.33 -1.42 -0.604
C 5.70 -3.56 -2.27 0.337
O 6.00 -3.77 -3.58 -0.352
C 5.37 -2.76 -4.39 -0.540
C 5.03 -1.60 -3.45 0.354
C 4.93 -2.28 -2.07 0.370
H 4.47 -3.12 -4.88 0.270
H 6.07 -2.34 -5.11 0.330
H 4.07 -1.13 -3.64 -0.563
H 5.78 -0.82 -3.58 0.352
H 3.87 -2.48 -1.94 -0.315
H 5.35 -1.75 -1.22 0.349
O 1.01 -1.86 -5.03 -0.611
C -0.10 -1.40 -5.00 0.222
O -0.38 -0.30 -4.29 0.010
C -1.77 0.02 -4.24 2.194
C -2.43 -1.30 -4.73 -0.515
C -1.38 -2.00 -5.59 -0.622
H -2.05 0.80 -4.95 0.112
H -2.20 0.25 -3.27 -1.766
H -3.31 -1.02 -5.32 0.534
H -2.77 -1.81 -3.83 -0.060
H -1.39 -1.69 -6.64 0.306
H -1.43 -3.07 -5.45 0.335
O 2.36 -2.02 5.65 -0.621
C 3.13 -1.83 4.76 0.394
O 2.79 -2.08 3.48 0.322
C 3.97 -2.11 2.64 0.098
C 5.01 -1.33 3.40 -0.595
C 4.64 -1.57 4.86 -0.768
H 3.75 -1.81 1.62 -0.230
H 4.24 -3.17 2.54 0.159
H 5.04 -0.26 3.17 0.234
H 6.04 -1.62 3.19 0.451
H 4.87 -0.78 5.56 0.325
H 5.04 -2.52 5.19 0.339
O -1.63 3.05 -2.74 -0.585
C -1.90 4.23 -2.82 0.435
O -2.54 4.86 -1.84 -0.299
C -2.44 6.29 -2.07 -0.368
C -2.23 6.41 -3.59 -0.770
C -1.41 5.15 -3.90 -0.381
H -1.61 6.65 -1.46 0.218
H -3.38 6.77 -1.84 0.349
H -1.69 7.35 -3.74 0.340
H -3.14 6.40 -4.19 0.328
H -0.38 5.35 -3.60 0.125
H -1.49 4.77 -4.91 0.459
O -3.87 0.85 0.75 -0.418
C -4.04 1.35 -0.34 -0.114
O -3.44 0.82 -1.43 0.810
C -4.07 1.31 -2.63 -0.474
C -5.35 2.05 -2.18 -0.812
C -5.00 2.42 -0.73 -0.555
H -4.32 0.48 -3.27 0.379
H -3.42 2.00 -3.16 0.008
H -6.21 1.39 -2.14 0.278
H -5.53 2.92 -2.80 0.337
H -5.86 2.43 -0.07 0.518
H -4.46 3.37 -0.68 0.022
O -3.37 -4.63 3.33 -0.660
C -2.54 -3.83 3.68 0.371
O -1.35 -4.17 4.15 -0.358
C -0.62 -3.03 4.64 0.346
C -1.35 -1.81 4.10 0.581
C -2.77 -2.35 3.87 0.147
H 0.44 -3.13 4.43 -0.650
H -0.64 -3.09 5.74 0.351
H -0.95 -1.55 3.12 -0.617
H -1.35 -0.97 4.78 0.284
H -3.25 -1.85 3.03 -0.275
H -3.41 -2.30 4.75 0.406
C -0.50 4.61 1.15 0.034
C 0.69 5.62 1.00 -0.284
O 1.77 4.90 0.50 -0.400
S 1.40 3.54 -0.25 1.126
O 2.26 2.46 0.09 -0.599
O 1.04 3.85 -1.61 -0.523
O -0.01 3.42 0.57 -0.237
H -1.33 4.94 0.52 -0.140
H -0.86 4.43 2.16 0.240
H 0.85 6.00 2.01 0.292
H 0.34 6.36 0.29 0.242
C -0.68 0.03 0.57 1.976
C -0.66 0.18 -0.96 1.409
O 0.69 -0.05 -1.40 0.137
S 1.43 -1.09 -0.37 0.556
O 2.81 -0.74 -0.25 -0.571
O 1.08 -2.45 -0.69 -0.504
O 0.57 -0.57 0.94 0.453
H -1.43 -0.72 0.80 -0.460
H -0.86 1.03 0.93 -1.335
H -1.01 1.14 -1.32 -0.635
H -1.39 -0.57 -1.29 -0.761
C 2.75 1.35 -3.55 0.573
C 1.76 2.13 -4.42 0.815
O 2.46 3.28 -4.89 -0.370
S 4.00 2.83 -5.20 1.019
O 4.89 3.92 -4.91 -0.565
O 4.04 2.15 -6.46 -0.577
O 4.06 1.74 -4.00 -0.309
H 2.70 0.33 -3.94 -0.455
H 2.67 1.46 -2.48 0.023
H 0.91 2.51 -3.86 -0.501
H 1.42 1.47 -5.22 0.242
C -5.00 -3.54 -0.60 -0.540
C -4.64 -2.39 0.32 -0.164
O -3.33 -2.03 -0.06 -0.070
S -2.47 -3.33 -0.52 0.711
O -1.67 -3.87 0.51 -0.284
O -1.85 -3.00 -1.78 -0.420
O -3.78 -4.27 -0.74 -0.333
H -5.31 -3.17 -1.59 0.253
H -5.79 -4.25 -0.35 0.344
H -4.67 -2.71 1.36 0.174
H -5.30 -1.54 0.17 0.246
C 2.17 -5.41 2.84 0.056
C 1.47 -4.98 1.55 0.404
O 0.30 -5.78 1.49 -0.168
S 0.57 -7.24 2.07 1.167
O 1.23 -7.98 1.02 -0.587
O -0.59 -7.85 2.64 -0.565
O 1.65 -6.71 3.19 -0.462
H 1.87 -4.84 3.72 0.026
H 3.25 -5.48 2.76 0.304
H 2.09 -5.20 0.68 0.315
H 1.14 -3.94 1.52 -0.517
```

Output
HOMO ... -9.6 eV
Orbital gap ... 8.91 eV
Calculated total energy ... -6279.23564 Ha